No. 1
136
Properties=species:S:1:pos:R:3 method="wB97M-V/def2-TZVPD" e_tot_ha=-5489.548791 multiplicity=1 orbital_gap_ha=0.2076 fmax_ev_per_a=0.74 relative_energy_kj_mol=0.0 homo_ev=-5.51
C 2.12 5.68 -0.28
H -1.46 -4.47 -0.35
C 0.95 0.23 6.29
H 0.98 0.22 8.44
H 0.61 5.03 7.50
C 0.24 -2.54 4.06
O -1.94 -0.56 -0.04
H 0.50 5.02 3.21
H -1.64 2.29 1.34
C -4.44 2.68 -3.29
C 4.83 -1.42 3.05
H 0.22 2.65 -2.94
C 0.77 3.06 6.60
H 3.37 0.59 5.44
C 0.28 -3.41 0.33
C -2.65 -0.31 1.00
C -0.94 -3.54 -0.59
H 2.78 -2.93 -0.44
H -1.26 -1.94 2.69
H 4.47 -0.75 5.77
C 4.10 3.91 3.19
C 0.85 2.21 7.74
C 0.77 5.40 -0.22
H 5.34 3.47 0.78
H -7.25 3.75 -4.84
C 0.58 4.45 4.13
N 0.90 -0.38 3.00
H 3.13 2.16 2.43
C -0.90 -1.29 -2.93
H 4.56 1.93 0.40
C -0.55 -3.59 -2.08
H 2.22 -0.57 -1.69
H -3.03 -3.46 3.30
C 3.08 -0.86 0.11
C 2.90 -2.92 4.80
H 0.47 2.70 -1.19
H -1.65 4.09 -0.37
H -4.70 0.04 1.47
C 3.64 -0.77 3.76
H 3.22 -0.02 3.09
H -2.90 5.65 1.12
Y 0.08 0.18 0.99
C 3.60 3.05 2.02
C -0.19 0.04 -3.14
H 2.49 6.50 -0.88
C -1.81 5.70 1.03
C 2.86 1.26 -1.13
C -1.27 4.32 0.64
C 0.53 5.12 5.38
H 4.05 5.16 0.47
H 5.43 -2.02 3.75
H 3.12 -0.32 1.06
C 3.00 4.91 0.47
H -0.71 0.63 -3.91
H -1.79 -1.67 5.68
H -1.57 6.48 0.31
H -5.64 4.04 -6.70
C 0.64 4.47 6.57
H -2.50 2.61 -4.18
H -0.10 -4.42 5.02
H 0.18 -4.39 -2.22
N 0.78 2.21 1.70
H -4.43 -1.00 0.03
H 0.09 6.02 -0.78
C 0.81 2.42 5.36
H -1.56 -4.42 3.06
H -1.45 -0.36 4.54
C 1.17 3.47 1.18
H -1.44 -3.84 -2.67
C -3.96 3.35 -5.55
H 3.93 -3.07 5.10
H 0.75 -1.86 -0.81
C 0.26 4.35 0.55
H -1.62 -2.71 -0.41
H 5.48 -0.65 2.63
C -1.90 -1.35 4.64
C 2.13 1.92 -2.30
H 3.93 1.18 -1.38
C -1.89 3.31 1.61
N -0.07 0.82 -1.89
C -5.78 3.01 -3.49
C 0.90 0.81 3.71
H 4.79 3.33 3.81
C 2.39 -2.21 0.30
Br -7.06 2.80 -2.11
H 1.01 -0.85 6.24
H 2.76 1.89 -0.24
O -2.13 0.27 1.98
H 0.84 2.64 8.73
H -2.98 3.41 1.60
C 1.95 -3.87 5.13
H 5.53 2.10 1.86
N 2.30 -0.05 -0.82
H -0.01 -3.55 1.38
C 0.63 -3.67 4.75
C -5.30 3.66 -5.75
H -1.54 3.49 2.63
C -6.20 3.50 -4.71
C 4.82 2.62 1.21
H 0.41 6.20 5.37
H 0.99 -4.21 0.08
C 2.55 3.82 1.20
C 2.55 -1.77 4.10
H 4.11 -1.02 -0.23
C 0.93 0.85 7.57
H 2.62 -2.61 1.29
H 2.56 2.91 -2.44
H 0.67 -2.53 -3.33
H 2.24 -4.76 5.67
C -2.03 -3.66 3.69
H -1.44 -1.57 -3.85
H -1.03 1.02 -1.62
H -4.17 -1.64 1.67
C 0.74 3.09 4.11
H -1.63 -1.18 -2.13
C -1.22 -2.35 3.70
C 0.63 2.09 -2.08
C -4.09 -0.75 1.04
H 2.32 1.35 -3.21
N 0.06 -2.33 -2.54
N 0.93 -2.10 0.17
C 1.21 -1.56 3.72
C 0.83 2.05 3.08
H -2.96 -1.26 4.40
H -1.41 6.00 2.00
C 4.15 -0.03 5.01
H 3.28 4.25 3.81
H 5.00 0.60 4.76
H 4.51 -2.08 2.24
C -3.54 2.86 -4.33
H -2.15 -4.06 4.70
C 0.91 1.02 5.17
H 4.63 4.79 2.81
I -3.73 1.88 -1.48
H 0.82 -0.16 -3.52
H -3.25 3.48 -6.36

=====

No. 2
166
Properties=species:S:1:pos:R:3 method="wB97M-V/def2-TZVPD" smiles="C#CN1c2cc(P(C)C)c(CN)cc2Sc2cc(B(C)O)cc(P(=O)(O)O)c21.C1CCOC1.C1CCOC1.C1CCOC1.C1CCOC1.C1CCOC1.C1CCOC1.C1CCOC1.C1CCOC1.C1CCOC1" e_tot_ha=-4306.226818 multiplicity=1 orbital_gap_ha=0.2799 fmax_ev_per_a=7.32 homo_ev=-7.82
H 2.18 -1.35 -4.41
C 2.66 2.45 -9.01
C -14.73 -1.11 -1.03
H -7.94 -3.53 -2.98
H 4.53 3.46 -8.57
H 0.50 -5.62 5.70
H 2.74 4.21 0.41
C 8.65 1.92 -2.27
H -13.49 0.61 -0.51
H 3.73 -0.34 -2.29
H -0.79 5.72 -1.80
C -4.87 -1.34 3.00
H -14.54 -0.85 -2.08
H 3.38 2.23 -3.89
H -1.61 -3.61 -1.35
C -13.74 -0.39 -0.13
H 4.59 -1.45 -4.28
H -2.27 5.15 -1.00
P -8.22 -3.08 -0.46
C -7.44 -2.83 -2.20
H 10.13 2.90 -3.56
H -14.81 -2.91 0.14
H 8.59 4.67 -2.96
H 2.88 1.88 -6.95
H 4.29 6.75 -0.18
H 0.25 -0.36 -2.67
H 0.20 4.36 -0.11
H 7.43 -1.42 -2.67
H 1.04 0.78 0.23
C 2.70 1.40 -7.92
H -14.13 -0.29 0.88
H 0.33 3.88 -3.60
H -0.02 -2.75 6.82
H -0.54 2.33 -3.53
H -1.14 3.18 -0.16
H 4.34 3.01 -10.28
H 2.21 5.89 0.61
C 4.95 5.29 2.06
H 5.70 -0.19 0.78
H 6.93 2.28 -0.98
C 9.13 4.22 -2.12
C -0.32 -0.71 6.12
H -15.77 -0.88 -0.80
C 7.24 -2.61 -0.85
C -2.12 -4.31 2.75
H -1.56 -1.69 8.37
H 2.17 -3.19 3.77
H 2.69 0.55 2.85
C 3.91 0.58 -8.32
O -0.87 -3.21 -0.82
C -1.38 4.83 -1.55
O -12.56 -1.20 -0.08
C 4.14 2.70 -9.26
C 2.70 -0.49 -4.84
H -1.65 -4.89 3.63
H 2.19 2.04 -9.91
C 9.77 2.91 -2.53
H 2.78 1.66 4.32
C -0.90 -0.61 0.63
O 0.90 3.73 2.80
C -6.44 -1.28 3.32
H 2.41 1.63 -2.53
C 0.03 1.19 2.41
H -0.05 -1.65 9.30
H -1.26 -1.03 5.66
H 5.77 -1.93 -2.29
O 1.74 -3.96 5.62
O -2.10 -1.18 -1.93
H 1.55 -5.92 3.58
H 2.59 -6.97 4.56
H -9.23 -1.89 3.78
C 6.72 -1.60 -1.86
H 0.37 0.65 8.66
O 8.19 3.92 -1.09
H 1.27 -1.61 7.26
H 6.35 5.62 0.42
C 6.55 -2.17 0.42
H -9.24 0.08 1.62
H 4.40 0.12 -7.46
C 3.06 5.22 0.69
C -0.53 -1.30 8.38
P -0.83 -1.51 -1.07
H 0.41 -0.50 5.33
C -0.54 0.21 8.25
C -2.07 -1.03 1.65
H -1.40 0.66 8.75
O 6.48 -0.39 -1.14
H -7.59 -1.76 -2.59
C -5.51 -2.46 0.61
H 3.74 -4.94 3.18
H 8.48 2.14 -0.12
H 5.20 6.28 2.44
O 2.08 0.70 -4.36
H -12.35 -2.55 -1.61
H -8.37 -5.26 0.91
H 7.94 1.94 -3.11
C -9.13 -1.79 2.62
H 4.75 0.11 -5.12
C 1.56 -5.39 5.66
C 4.24 5.66 -0.15
H -6.31 -3.07 -2.23
H 5.00 0.79 -2.80
C 8.00 2.50 -1.03
H -14.67 -3.23 -1.60
C -1.11 0.87 3.44
H -6.85 -0.83 4.31
H 3.63 -0.21 -9.03
H 5.52 -2.55 0.43
H -12.46 -3.27 0.01
H -8.89 -5.55 -0.92
C 2.71 -3.65 4.61
H 1.67 4.17 3.25
H 2.61 -0.54 -5.93
H 4.20 -5.17 4.88
C -7.06 -2.41 0.90
H -5.16 -2.91 -0.40
H 4.19 5.30 -1.18
O 4.82 1.47 -8.98
S -3.57 -0.73 4.18
C -7.55 -1.82 2.30
C 4.15 -0.45 -4.39
B 1.19 2.32 2.78
H 5.37 4.54 2.73
H -10.65 -0.90 1.52
O -0.58 0.50 6.85
H 8.32 -2.51 -0.74
C 3.36 -4.95 4.21
H -1.23 1.39 4.47
C -2.16 -0.26 3.02
H 5.53 4.05 0.40
H 7.02 -3.65 -1.13
C 2.24 -5.94 4.43
C -14.36 -2.56 -0.79
C 5.41 5.11 0.63
H -7.07 -5.38 -0.40
H -9.60 -2.76 2.20
C 4.06 0.32 -3.10
C 2.66 1.67 3.17
O 3.52 5.17 2.05
C 0.19 -1.72 7.12
C 6.55 -0.66 0.27
N -2.97 -2.12 1.18
C -2.47 -3.34 1.92
H 9.86 4.95 -1.76
H 7.05 -2.51 1.33
H 10.62 2.68 -1.87
N -9.86 -0.59 2.11
H 2.03 -5.76 6.58
H -1.96 4.67 -3.65
O 0.19 3.06 -1.73
H 8.99 0.90 -2.13
C -0.39 3.29 -3.02
H 2.12 3.36 -8.72
C -8.16 -5.00 -0.20
H -2.50 3.34 -2.61
O 0.53 -1.04 -2.01
H 3.54 2.24 2.69
H 1.78 0.81 -7.85
C -0.52 3.86 -0.77
C 2.97 1.33 -3.41
C -12.85 -2.48 -0.64
C -4.38 -1.95 1.63
C -1.68 4.04 -2.80
H 3.42 -2.92 5.00
H 7.47 -0.23 0.65
C 0.18 0.51 0.97

=====

No. 3
168
Properties=species:S:1:pos:R:3 method="wB97M-V/def2-TZVPD" e_tot_ha=-3721.205390 multiplicity=1 orbital_gap_ha=0.3122 fmax_ev_per_a=5.56 homo_ev=-8.23
H 2.36 1.09 7.92
C -0.35 6.44 -1.31
C -7.12 3.15 2.94
H -0.83 3.63 1.38
C 6.02 -11.71 1.93
C -12.16 7.95 -4.94
H 2.13 -5.57 -6.45
H 8.08 -3.94 -5.79
H -11.28 7.16 -2.36
C 1.82 11.13 0.45
H -5.19 5.56 -5.23
H -1.38 7.02 -3.10
H 4.07 -0.73 8.04
C -0.51 -4.61 -6.51
N -0.72 6.54 1.29
C -2.57 -5.77 2.94
H 5.71 -11.89 2.96
H -5.68 3.88 -5.45
C -11.44 6.65 -5.01
H 0.20 10.34 3.34
H -0.24 -4.72 0.07
C 7.44 -4.79 -5.55
H -0.63 -1.75 0.83
C 6.99 -9.92 -0.25
H 2.22 -0.64 0.89
C 6.89 -4.90 0.97
N -7.11 4.15 0.51
H -1.08 -7.03 5.73
H -8.17 6.69 -4.94
C -1.00 -0.82 1.28
N -5.71 8.16 -3.60
H 1.30 -5.77 1.68
C 1.39 3.69 1.44
H -1.67 9.80 1.83
H -0.17 4.66 2.64
H -1.27 11.52 1.69
H 5.60 -5.22 -4.52
C 6.22 -4.35 -4.74
H 2.41 11.04 2.47
H -0.54 -7.54 2.76
N 2.06 11.04 -0.67
N -2.19 -0.30 1.25
H -12.00 8.48 -5.88
H -7.44 3.92 3.64
H -1.25 -8.71 3.87
H 0.99 -3.57 0.60
H -11.47 8.74 -1.61
H -2.85 -5.46 5.00
C 6.60 -3.65 -3.43
H 1.19 12.27 2.11
H 7.12 -5.25 -6.48
C -5.71 2.66 3.31
C -6.55 7.39 -3.79
H 5.39 -11.19 -0.75
H 3.76 0.96 3.15
H -5.87 0.70 2.39
C -2.52 -6.26 4.33
C 7.11 -6.35 0.59
C -11.63 8.78 -3.77
H 5.70 -3.34 -2.89
H 2.69 -5.40 0.67
H 7.83 -4.36 0.87
H -0.77 10.37 0.44
N -10.89 5.65 -5.06
H -3.10 6.36 -0.65
C -6.06 4.90 -5.36
N 4.03 -5.94 2.63
C 1.62 -5.62 0.65
O -0.21 0.02 2.02
C 2.65 -3.88 -1.52
H -0.74 -4.55 -5.44
C -11.83 8.10 -2.42
C 2.24 0.19 7.31
H -0.47 -5.67 -6.79
H -3.22 -7.09 4.44
H -5.73 2.28 4.34
H -5.01 3.49 3.29
H -8.32 6.43 -3.20
H 0.95 -3.94 -7.93
H -0.21 5.39 -1.61
H -6.55 5.17 -6.30
N -2.61 -5.39 1.85
C -7.11 3.71 1.57
H 0.74 9.24 2.08
C -1.02 1.03 2.38
H 2.92 -3.99 -6.44
H -12.89 7.89 -2.24
N 3.77 -3.59 -1.56
C -2.86 6.31 -1.71
C -0.01 3.69 2.12
C -7.03 5.01 -4.19
H -6.51 4.72 -3.27
C 3.01 -0.96 7.96
C 2.01 -4.53 -6.16
H 2.64 -1.15 8.97
H -5.10 1.92 1.36
C 1.22 -4.24 -1.46
H 5.62 -3.66 -5.34
C 0.79 -3.90 -6.85
C -0.90 10.50 1.51
H -7.84 4.29 -4.34
C 0.40 10.26 2.27
H 1.03 -5.13 -2.03
H -1.34 -4.16 -7.04
H -4.21 1.22 2.70
H 7.20 -2.76 -3.63
C 6.35 -4.72 2.39
H 4.57 2.52 2.68
N 8.10 -9.62 -0.34
H -1.67 8.09 -1.74
C 4.11 0.86 5.85
H -10.57 8.99 -3.91
N 7.98 -5.28 -1.89
C 1.51 11.25 1.89
C -0.60 -7.84 3.80
C -7.63 6.41 -4.04
C 7.37 -4.56 -2.57
H 0.61 -3.43 -1.87
H 2.09 1.29 5.45
H 2.54 -0.41 5.25
H -3.69 6.75 -2.26
H -7.83 2.32 2.98
B 1.76 2.31 0.76
H 1.38 4.46 0.62
H 2.15 4.06 2.18
H 3.96 -0.95 0.66
H 7.05 -5.14 3.12
H 0.71 -2.85 -6.57
C 4.30 1.50 2.35
P 3.46 1.51 0.69
H 8.03 -5.52 -5.01
C -0.55 6.50 0.15
C 5.05 -5.41 2.53
C -1.10 -6.70 4.69
C 5.57 -10.30 -0.14
N 1.73 -4.40 -3.54
H 6.22 -3.66 2.62
H 1.48 -6.55 0.10
N -2.27 0.87 1.95
H 2.93 -0.46 -0.75
H -12.15 9.74 -3.76
H 6.18 -6.92 0.61
H 2.90 -1.88 7.38
H 5.27 0.96 2.21
C -1.56 7.04 -2.02
C 3.12 -0.30 0.34
S -0.26 2.33 3.34
C 5.21 -10.58 1.32
H 0.87 1.73 0.19
H -2.79 5.25 -2.00
H 7.09 -11.48 1.95
H 6.19 -4.45 0.25
H 1.17 -0.06 7.31
C -5.20 1.56 2.38
H 0.41 -8.14 4.11
C 2.68 0.47 5.88
N 5.22 1.15 5.83
H -0.42 -5.86 4.60
C 1.86 -4.45 -4.69
H 5.88 -12.64 1.37
H 7.82 -6.83 1.28
H 0.56 6.98 -1.57
C 0.83 -4.48 0.01
H 7.52 -6.43 -0.41
H -13.23 7.76 -4.83
H 4.15 -10.83 1.38
H 4.95 -9.49 -0.54
H 5.36 -9.67 1.91